No. 1
C3H4BrNO3 | ωB97M-V/def2-TZVPD

As for the multiplicity: 1. The LUMO energy is -0.33 eV. Its total charge is 0. Its SMILES is O[C@]12O[C@H]1OCN2Br. Its HOMO energy is -9.25 eV. For the energy above the lowest of the compared OMol25 structures with the same formula, charge and spin, the calculation gives 308.4 kJ/mol. The calculation puts the calculated total energy at -2971.08870 a.u.

Structure (XYZ):
```
12
C3H4BrNO3, DFT ωB97M-V/def2-TZVPD
O -1.014 1.905 0.431
C -0.361 0.716 0.318
O -0.611 -0.286 1.304
C 0.738 0.133 1.240
O 1.495 -0.727 0.467
C 0.768 -0.935 -0.783
N -0.148 0.149 -0.933
Br -1.794 -0.189 -1.866
H -1.919 1.978 0.092
H 1.322 0.144 2.164
H 0.148 -1.794 -0.767
H 1.375 -1.096 -1.668
```



No. 2
C36H82HfN3O19 | ωB97M-V/def2-TZVPD

As for the multiplicity: 1. The LUMO energy is -13.11 eV. Its total charge is +3. Its HOMO energy is -14.67 eV. The calculation puts the calculated total energy at -3060.84111 a.u.

Structure (XYZ):
```
141
C36H82HfN3O19, DFT ωB97M-V/def2-TZVPD
Hf 1.660 -4.050 0.456
C 1.831 0.500 0.834
C 0.903 -0.410 -0.118
C 0.901 0.108 -1.574
O 1.089 -1.795 -0.024
H 1.557 0.081 1.802
H 1.733 1.580 0.731
H 2.890 0.243 0.816
H -0.089 -0.135 0.242
H 0.199 -0.366 -2.260
H 1.850 0.076 -2.111
H 0.724 1.183 -1.604
C 1.961 2.964 -3.999
N 0.835 2.444 -4.911
O -0.304 2.785 -4.650
O 1.106 1.627 -5.694
H 1.954 2.306 -3.130
H 1.610 3.967 -3.759
H 2.928 2.937 -4.501
C -1.754 3.316 0.074
N -1.191 3.675 -1.273
O -1.928 3.836 -2.190
O 0.033 3.806 -1.297
H -0.953 3.207 0.805
H -2.210 2.338 -0.082
H -2.641 3.910 0.296
C -0.425 -1.064 -5.832
N -0.135 -2.528 -5.655
O 0.453 -2.929 -4.686
O -0.589 -3.369 -6.422
H 0.520 -0.599 -6.111
H -0.829 -0.627 -4.918
H -1.129 -0.963 -6.658
C 3.258 5.204 1.086
O 2.307 5.677 2.025
C 1.120 4.829 2.189
C 0.295 5.345 3.388
O -1.113 5.247 3.067
C -1.605 6.096 2.099
H 3.425 4.150 1.310
H 4.181 5.780 1.148
H 2.899 5.317 0.063
H 1.453 3.804 2.349
H 0.674 4.814 1.194
H 0.530 6.387 3.610
H 0.537 4.770 4.281
H -2.159 6.921 2.546
H -2.404 5.601 1.548
H -0.787 6.474 1.486
C 3.509 -2.279 -2.077
O 3.545 -3.201 -0.987
C 4.878 -3.179 -0.409
C 4.770 -2.273 0.832
O 3.415 -2.500 1.446
C 3.485 -1.798 2.684
H 3.860 -1.284 -1.804
H 2.462 -2.299 -2.379
H 3.965 -2.639 -2.999
H 5.740 -2.930 -1.029
H 5.188 -4.200 -0.187
H 5.037 -1.231 0.654
H 5.532 -2.527 1.569
H 4.187 -2.231 3.397
H 2.528 -1.846 3.203
H 3.777 -0.748 2.700
C -0.859 -0.194 4.438
O 0.195 0.535 4.952
C 0.038 1.328 6.026
C -0.640 0.540 7.250
O -2.015 0.522 7.092
C -2.739 -0.411 7.901
H -0.558 -0.545 3.451
H -1.743 0.405 4.219
H -1.202 -1.114 4.911
H -0.622 2.163 5.789
H 1.046 1.734 6.105
H -0.499 1.061 8.197
H -0.318 -0.486 7.427
H -2.538 -1.436 7.588
H -3.808 -0.222 7.999
H -2.331 -0.386 8.912
C 0.737 -7.794 0.685
O 0.200 -6.482 0.769
C -1.201 -6.498 0.863
C -1.706 -5.486 -0.178
O -0.776 -4.307 -0.269
C -1.385 -3.251 -1.059
H 0.243 -8.438 -0.043
H 0.668 -8.308 1.643
H 1.804 -7.783 0.463
H -1.402 -6.221 1.898
H -1.649 -7.420 0.492
H -2.729 -5.199 0.066
H -1.761 -6.100 -1.077
H -1.962 -2.588 -0.414
H -2.096 -3.656 -1.779
H -0.722 -2.752 -1.765
C -2.901 0.871 -2.774
O -3.981 0.219 -2.297
C -5.070 1.084 -1.962
C -6.257 0.241 -1.460
O -7.184 -0.182 -2.375
C -6.522 -0.967 -3.349
H -2.323 0.214 -3.424
H -2.256 1.078 -1.921
H -3.090 1.674 -3.487
H -5.419 1.452 -2.926
H -4.829 1.890 -1.269
H -6.862 0.831 -0.772
H -5.902 -0.590 -0.851
H -7.260 -1.206 -4.115
H -6.234 -1.990 -3.106
H -5.702 -0.502 -3.896
C 4.334 -0.575 -5.582
O 4.532 0.548 -4.742
C 5.709 0.669 -3.905
C 5.845 2.000 -3.205
O 4.769 2.436 -2.470
C 4.497 1.722 -1.257
H 4.120 -1.465 -4.991
H 5.245 -0.661 -6.175
H 3.477 -0.345 -6.215
H 6.663 0.623 -4.430
H 5.669 -0.156 -3.193
H 5.878 2.717 -4.026
H 6.784 2.131 -2.666
H 4.186 0.681 -1.347
H 3.687 2.281 -0.788
H 5.348 1.848 -0.588
C -3.478 -0.353 2.249
C -3.751 -1.338 3.238
C -5.062 -1.520 3.673
C -6.089 -0.779 3.186
C -5.809 0.254 2.298
C -4.548 0.373 1.753
H -2.481 -0.285 1.838
H -3.042 -2.072 3.591
H -5.277 -2.428 4.215
H -7.078 -0.934 3.593
H -6.539 0.873 1.796
H -4.512 1.128 0.981
```



No. 3
C33H34N9O4Zr | ωB97M-V/def2-TZVPD

As for the multiplicity: 1. The LUMO energy is -3.39 eV. Its total charge is +1. Its HOMO energy is -10.86 eV. For the energy above the lowest of the compared OMol25 structures with the same formula, charge and spin, the calculation gives 11.9 kJ/mol. The calculation puts the calculated total energy at -2118.67531 a.u.

Structure (XYZ):
```
81
C33H34N9O4Zr, DFT ωB97M-V/def2-TZVPD
Zr -0.414 -0.146 -0.091
O -2.423 2.763 -2.572
C -1.889 2.049 -1.705
N -0.651 1.524 -1.684
C -0.170 1.194 -3.029
C -0.369 -0.295 -3.269
C 0.174 -0.959 -4.360
C -0.054 -2.334 -4.554
C -0.949 -2.978 -3.671
C -1.455 -2.226 -2.618
N -0.987 -1.009 -2.300
C -2.732 1.682 -0.499
C -3.651 2.575 0.038
C -4.572 2.128 0.988
C -4.642 0.752 1.277
C -3.752 -0.094 0.625
N -2.661 0.399 -0.041
H 0.924 1.429 -3.147
H -0.741 1.804 -3.764
H 0.764 -0.392 -5.084
H 0.456 -2.821 -5.387
H -1.245 -4.017 -3.785
H -2.203 -2.626 -1.934
H -3.612 3.600 -0.316
H -5.200 2.887 1.457
H -5.327 0.293 1.965
H -3.846 -1.175 0.646
C -1.642 1.137 4.247
O -2.749 0.186 4.004
C -2.502 -1.105 3.587
C -3.353 -2.103 4.084
C -3.225 -3.431 3.669
C -2.314 -3.755 2.658
C -1.485 -2.740 2.051
C -0.657 -3.131 0.951
N 0.096 -2.329 0.218
N 1.000 -2.863 -0.653
C 1.753 -1.918 -1.157
O 1.626 -0.680 -0.784
C 2.757 -2.265 -2.246
C 3.487 -1.241 -2.862
C 4.344 -1.564 -3.908
C 4.457 -2.888 -4.368
C 3.704 -3.910 -3.763
C 2.843 -3.601 -2.696
C -1.539 -1.402 2.542
O -0.788 -0.450 1.986
H -2.126 1.972 4.781
H -0.831 0.687 4.859
H -1.238 1.500 3.290
H -4.138 -1.796 4.784
H -3.822 -4.211 4.130
H -2.195 -4.771 2.309
H -0.654 -4.194 0.685
H 3.368 -0.214 -2.544
H 4.944 -0.774 -4.336
H 5.140 -3.112 -5.181
H 3.782 -4.943 -4.122
H 2.241 -4.373 -2.213
C 2.143 2.007 0.006
N 1.028 1.574 0.905
C 0.200 2.807 1.161
N 0.981 3.918 1.717
C 2.055 4.266 0.793
N 2.943 3.118 0.535
C 3.502 2.676 1.811
N 2.462 2.319 2.778
C 1.678 1.219 2.200
C 1.591 3.488 2.980
H 1.694 2.301 -0.959
H 2.808 1.148 -0.150
H -0.605 2.577 1.872
H -0.217 3.149 0.202
H 2.620 5.119 1.180
H 1.579 4.541 -0.157
H 4.165 3.432 2.249
H 4.120 1.793 1.629
H 0.896 0.944 2.925
H 2.337 0.361 2.046
H 2.175 4.288 3.408
H 0.784 3.234 3.681
```



No. 4
C6H13NO3 | ωB97M-V/def2-TZVPD

As for the multiplicity: 1. The LUMO energy is 0.63 eV. Its total charge is 0. Its SMILES is C[C@@]1(O)C[C@@H](O)CN[C@H]1O. Its HOMO energy is -7.84 eV. For the energy above the lowest of the compared OMol25 structures with the same formula, charge and spin, the calculation gives 330.7 kJ/mol. The calculation puts the calculated total energy at -516.81312 a.u.

Structure (XYZ):
```
23
C6H13NO3, DFT ωB97M-V/def2-TZVPD
C -1.184 0.487 1.746
C -0.546 -0.446 0.736
O -0.459 -1.771 1.214
C -1.242 -0.421 -0.619
C -0.239 0.265 -1.509
O -0.175 1.672 -1.343
C 1.549 -0.304 -1.472
N 1.876 -0.711 -0.165
C 1.282 0.000 0.889
O 1.470 1.359 0.857
H -2.257 0.282 1.840
H -0.714 0.353 2.715
H -1.042 1.524 1.446
H -1.338 -2.170 1.225
H -1.407 -1.438 -0.992
H -2.212 0.092 -0.594
H -0.419 0.033 -2.562
H -1.063 2.046 -1.375
H 1.690 -1.102 -2.193
H 2.047 0.624 -1.745
H 1.748 -1.703 -0.011
H 1.592 -0.392 1.856
H 1.042 1.720 0.057
```



No. 5
C36H73B2N3O9 | ωB97M-V/def2-TZVPD

As for the multiplicity: 4. The LUMO energy (spin up / spin down) is 1.66 / 0.69 eV. Its total charge is -1. As for the expectation value of S²: 3.76. Its HOMO energy (spin up / spin down) is -3.13 / -3.13 eV. The calculation puts the calculated total energy at -2306.29584 a.u.

Structure (XYZ):
```
123
C36H73B2N3O9, DFT ωB97M-V/def2-TZVPD
C -4.758 -5.543 0.314
C -4.504 -4.040 -0.375
O -5.006 -4.142 -1.759
B -3.936 -3.923 -2.753
O -3.607 -2.489 -3.064
B -3.121 -5.108 -3.563
O -2.917 -6.401 -2.837
C -1.513 -6.712 -3.146
C -0.710 -5.289 -3.269
C -0.276 -4.460 -1.923
C 0.258 -5.390 -0.680
C -0.938 -5.843 0.381
C -1.074 -7.505 0.505
O -2.349 -7.836 -0.191
C -2.281 -9.223 -0.737
O -3.452 -9.755 -1.155
O -1.796 -4.464 -3.820
H -4.074 -5.715 1.254
H -4.550 -6.329 -0.551
H -5.900 -5.590 0.565
H -5.099 -3.222 0.255
H -3.366 -3.730 -0.305
H -2.857 -2.243 -2.426
H -3.777 -5.430 -4.496
H -1.539 -7.268 -4.201
H -0.901 -7.424 -2.438
H 0.248 -5.505 -3.906
H -1.115 -3.696 -1.553
H 0.639 -3.764 -2.244
H 0.994 -4.705 -0.040
H 0.910 -6.323 -1.018
H -1.959 -5.382 0.000
H -0.716 -5.483 1.495
H -0.148 -8.038 0.018
H -1.117 -7.800 1.654
H -1.255 -9.819 -0.849
C 0.859 1.288 1.203
C 1.027 0.039 0.294
C 2.528 -0.149 -0.059
C 3.042 0.872 -1.071
C 2.162 0.903 -2.317
C 0.653 1.089 -2.006
N 0.160 0.170 -0.926
O 0.024 -1.112 -1.491
C 0.372 2.560 -1.604
C -0.140 0.925 -3.346
C 0.585 -1.145 1.216
H 1.081 1.058 2.252
H 1.535 2.106 0.943
H -0.170 1.666 1.177
H 2.692 -1.155 -0.468
H 3.139 -0.088 0.850
H 3.097 1.868 -0.621
H 4.068 0.612 -1.358
H 2.512 1.705 -2.978
H 2.316 -0.033 -2.869
H -0.664 2.689 -1.274
H 0.524 3.237 -2.455
H 1.030 2.935 -0.821
H 0.054 -0.035 -3.837
H 0.145 1.699 -4.069
H -1.221 1.014 -3.180
H -0.468 -1.046 1.505
H 1.180 -1.167 2.138
H 0.723 -2.125 0.747
C -4.728 2.317 -1.883
C -4.661 3.172 -0.587
C -6.099 3.550 -0.138
C -6.743 4.620 -1.017
C -5.843 5.845 -1.143
C -4.395 5.508 -1.588
N -3.791 4.377 -0.809
O -3.428 4.879 0.454
C -4.373 5.167 -3.101
C -3.545 6.821 -1.504
C -4.058 2.187 0.469
H -4.941 1.264 -1.663
H -5.522 2.630 -2.565
H -3.776 2.336 -2.425
H -6.083 3.918 0.897
H -6.739 2.659 -0.134
H -6.975 4.217 -2.008
H -7.703 4.919 -0.579
H -6.300 6.550 -1.848
H -5.824 6.357 -0.171
H -3.383 4.819 -3.413
H -4.609 6.051 -3.708
H -5.107 4.418 -3.394
H -3.564 7.272 -0.505
H -3.932 7.585 -2.190
H -2.500 6.634 -1.777
H -3.045 1.879 0.185
H -4.669 1.279 0.551
H -4.018 2.614 1.477
C 6.519 4.079 2.961
C 5.605 3.107 3.758
C 6.160 2.936 5.199
C 7.420 2.077 5.261
C 7.208 0.736 4.568
C 6.652 0.864 3.124
N 5.483 1.800 3.028
O 4.360 1.127 3.545
C 7.776 1.336 2.165
C 6.319 -0.575 2.605
C 4.244 3.874 3.842
H 6.284 5.127 3.180
H 7.579 3.970 3.202
H 6.392 3.951 1.880
H 5.396 2.476 5.841
H 6.375 3.918 5.639
H 8.269 2.605 4.814
H 7.690 1.905 6.310
H 8.158 0.186 4.558
H 6.519 0.139 5.180
H 7.381 1.541 1.164
H 8.550 0.566 2.054
H 8.306 2.223 2.511
H 5.619 -1.108 3.259
H 7.222 -1.195 2.556
H 5.889 -0.542 1.596
H 3.820 4.032 2.843
H 4.376 4.860 4.305
H 3.498 3.353 4.454
```



No. 6
C24H44Cl3CuN4O3SSi | ωB97M-V/def2-TZVPD

As for the multiplicity: 2. The LUMO energy (spin up / spin down) is 2.64 / 0.84 eV. Its total charge is -1. As for the expectation value of S²: 0.75. Its HOMO energy (spin up / spin down) is -3.84 / -3.84 eV. For the energy above the lowest of the compared OMol25 structures with the same formula, charge and spin, the calculation gives 29.6 kJ/mol. The calculation puts the calculated total energy at -5094.53370 a.u.

Structure (XYZ):
```
81
C24H44Cl3CuN4O3SSi, DFT ωB97M-V/def2-TZVPD
C -1.604 -2.777 -4.629
C -1.072 -3.181 -3.296
H -1.625 -3.652 -5.283
H -0.994 -1.989 -5.087
H -2.632 -2.406 -4.514
C -0.836 -4.453 -2.961
C -1.047 -5.625 -3.860
H -0.467 -4.722 -1.973
H -0.520 -5.564 -4.824
H -2.104 -5.840 -4.075
H -0.646 -6.487 -3.318
Cu -0.721 2.213 0.861
Cl -2.796 1.925 1.612
Cl 0.543 3.829 0.054
H 1.318 5.247 3.805
H -2.136 6.643 2.795
C 0.868 5.558 2.857
C -1.443 6.124 2.111
N -0.548 5.254 2.860
H 1.362 5.019 2.031
C -0.986 4.103 3.423
O -0.285 3.325 4.075
H -2.044 5.536 1.400
H -2.062 3.935 3.222
H 0.992 6.636 2.704
H -0.847 6.874 1.572
H 2.158 -0.334 -2.285
H 2.208 -2.700 -2.864
C 2.966 -0.422 -1.548
C 3.124 -2.746 -2.254
N 2.986 -1.807 -1.137
H 2.797 0.235 -0.690
C 3.128 -2.138 0.179
O 3.136 -1.333 1.114
H 3.281 -3.768 -1.886
H 3.232 -3.236 0.344
H 3.919 -0.191 -2.051
H 3.955 -2.428 -2.902
O 0.090 -1.163 -2.888
C -0.805 -1.992 -2.333
C 0.436 -3.262 -0.482
C -0.595 -2.397 -0.837
H 1.216 -3.476 -1.212
C 0.451 -3.896 0.767
H -1.736 -1.387 -2.319
C -1.474 -1.963 0.161
H 1.235 -4.623 0.991
C -0.537 -3.585 1.707
C -1.459 -2.570 1.417
H -2.165 -1.142 -0.047
H -0.584 -4.120 2.659
H -2.174 -2.237 2.171
Si -0.435 1.840 -2.987
Cl -0.915 0.926 -0.975
C 1.392 2.220 -3.058
C -1.352 3.488 -2.707
C -1.120 0.906 -4.440
H 1.984 1.371 -2.719
H 1.636 3.073 -2.411
H 1.700 2.456 -4.084
H -0.392 0.183 -4.826
H -1.355 1.602 -5.255
H -2.042 0.377 -4.171
H -1.842 3.530 -1.726
H -2.119 3.678 -3.467
H -0.648 4.329 -2.737
S 0.914 0.850 1.764
C 0.272 0.212 3.197
N -1.021 0.276 3.560
C -1.403 0.204 4.965
C -0.248 0.688 5.825
C 0.950 -0.193 5.532
N 1.128 -0.357 4.085
H -1.697 0.675 2.872
H -1.665 -0.838 5.215
H -2.288 0.833 5.087
H -0.544 0.621 6.878
H -0.047 1.739 5.562
H 0.789 -1.174 6.002
H 1.859 0.246 5.951
H 2.053 -0.608 3.727
```



Which of these has the lowest calculated total energy?
C24H44Cl3CuN4O3SSi



Among the records above, which one has the highest multiplicity?
C36H73B2N3O9



Which of these has the lowest calculated total energy?
C24H44Cl3CuN4O3SSi